(1)
17
Properties=species:S:1:pos:R:3:nbo_charge:R:1 method="wB97M-V/def2-TZVPD" gap_ev="7.8 / 7.8" energy_ha=-342.9735 de_lowest_ev=6.202
C -0.86693 0.69203 0.13007 -0.133
C -0.99782 -0.19208 1.22476 -0.363
C 1.48260 -0.27324 -0.41954 -0.102
C -1.56769 0.43504 -1.15497 -0.675
N 2.35064 0.43402 0.40930 -0.820
N 0.23501 -1.26948 0.65771 0.099
O -0.22911 -2.22837 0.06253 -0.416
H -0.34028 1.62798 0.26018 0.190
H 2.05209 1.37130 0.63744 0.367
H 2.62071 -0.06996 1.24302 0.374
H -1.87106 -0.83500 1.27768 0.223
H -0.65501 0.15342 2.19319 0.212
H 1.16287 0.30645 -1.28021 0.188
H 1.87964 -1.22475 -0.76295 0.188
H -1.08649 0.95721 -1.98475 0.211
H -1.55543 -0.64105 -1.37448 0.229
H -2.61375 0.75647 -1.11897 0.229



(2)
22
Properties=species:S:1:pos:R:3:nbo_charge:R:1 method="wB97M-V/def2-TZVPD" gap_ev=9.6 energy_ha=-404.4217 de_lowest_ev=2.878 smiles="CC(=O)[C@@H](C)N.C#CC"
C 1.31689 -1.99715 0.36391 -0.730
C 0.99718 -0.74033 1.12632 0.599
O 0.79748 -0.72923 2.31942 -0.560
C 0.80813 0.51407 0.28545 -0.154
C 1.16409 1.78221 1.04359 -0.616
N 1.41790 0.41259 -1.00314 -0.834
H 0.51747 -2.20963 -0.34595 0.231
H 1.42873 -2.82920 1.05416 0.230
H 2.23149 -1.84398 -0.20620 0.250
H -0.37428 0.50435 0.07772 0.211
H 0.74537 1.74681 2.04521 0.240
H 2.24495 1.86516 1.13577 0.211
H 0.80013 2.66251 0.51654 0.204
H 0.72020 -0.03700 -1.65019 0.371
H 1.57022 1.33962 -1.38830 0.364
C -1.31624 -0.16841 -2.11489 -0.298
C -1.83967 0.05237 -1.03742 -0.007
C -2.84171 -0.00793 0.02342 -0.688
H -1.09123 -0.24628 -3.14522 0.247
H -2.49840 -0.65749 0.82969 0.247
H -3.78237 -0.40192 -0.36105 0.243
H -3.01632 0.98887 0.43117 0.239



(3)
61
Properties=species:S:1:pos:R:3:nbo_charge:R:1 method="wB97M-V/def2-TZVPD" spin_multiplicity=2 gap_ev="8.4 / 4.9" energy_ha=-2991.9816 de_lowest_ev=0.808 charge=+2
Y 0.57274 -0.04120 0.84926 1.816
O -0.30529 3.47168 -1.33123 -0.548
C 0.11958 2.38306 -1.04919 0.766
O 0.28632 1.94288 0.18990 -0.920
C 0.45966 1.34583 -2.09825 0.110
C 0.53338 1.70621 -3.45037 -0.229
C 0.79931 0.72409 -4.36540 -0.080
C 0.98349 -0.60752 -3.93433 -0.105
C 1.25098 -1.67474 -4.82681 -0.158
C 1.42064 -2.94337 -4.35495 -0.187
C 1.33575 -3.20833 -2.96858 -0.146
C 1.07605 -2.20073 -2.08458 -0.249
C 0.89145 -0.87876 -2.54971 0.238
N 0.62280 0.11418 -1.65696 -0.554
H 0.37440 2.73812 -3.72794 0.266
H 0.86625 0.95423 -5.42153 0.243
H 1.31977 -1.46443 -5.88648 0.239
H 1.62681 -3.75544 -5.03833 0.245
H 1.48569 -4.21821 -2.61089 0.240
H 1.02600 -2.41369 -1.01908 0.205
N 2.51421 1.54153 1.96693 -0.658
N 3.84707 1.47929 1.55347 -0.427
C 4.24911 0.61981 0.60328 0.339
N 5.54765 0.61112 0.31795 -0.743
S 3.19346 -0.37747 -0.25697 -0.218
H 2.15022 2.47083 1.77356 0.397
H 2.47573 1.36557 2.96598 0.398
H 4.51445 2.08060 2.01407 0.401
H 6.22154 1.18228 0.80239 0.414
H 5.88464 -0.02108 -0.38855 0.438
C -2.76131 -2.51407 0.34897 -0.938
P -2.03783 -0.99154 -0.33924 0.826
C -2.29914 -1.18932 -2.12943 -0.936
C -3.31730 0.27850 0.05867 -0.710
C -3.31541 0.66291 1.53414 -0.752
P -1.88752 1.65215 2.07513 1.379
C -2.05272 3.33921 1.49334 -0.993
C -1.85265 1.64146 3.87352 -0.985
H -3.75104 -2.68879 -0.07473 0.251
H -2.82791 -2.46537 1.43412 0.254
H -2.11943 -3.35962 0.09877 0.264
H -3.35567 -1.37960 -2.32349 0.255
H -1.71746 -2.03225 -2.50076 0.263
H -1.99346 -0.29073 -2.66620 0.250
H -4.30027 -0.11867 -0.20582 0.265
H -3.14927 1.15221 -0.57744 0.249
H -3.37389 -0.20928 2.18960 0.269
H -4.16814 1.31206 1.77664 0.285
H -2.97417 3.74371 1.92378 0.276
H -2.08396 3.38730 0.40597 0.298
H -1.20280 3.93035 1.83043 0.286
H -2.78680 2.11261 4.20018 0.284
H -1.01365 2.22428 4.24945 0.281
H -1.79692 0.62529 4.25987 0.291
F 0.64565 0.14212 3.34309 -0.701
Sb 0.72329 -1.80465 3.73624 3.193
F -0.70125 -1.56143 4.90725 -0.638
F 2.09299 -1.50801 4.94221 -0.623
F 0.72772 -3.65049 3.67906 -0.618
F 1.88420 -1.67637 2.19310 -0.665
F -0.57774 -1.69034 2.24696 -0.695



(4)
18
Properties=species:S:1:pos:R:3:nbo_charge:R:1 method="wB97M-V/def2-TZVPD" gap_ev=8.7 energy_ha=-704.0368 de_lowest_ev=5.090 smiles="C=CN(NC)C(C)=S"
C -1.53993 -1.86375 -0.59206 -0.429
C -1.45955 -0.63859 -0.21275 -0.034
N -0.37313 0.28789 0.02158 -0.321
N -0.88361 1.55474 0.50813 -0.461
C -1.37791 1.11256 1.83517 -0.434
C 0.97957 0.18365 -0.36620 0.107
C 1.69933 1.53373 -0.19535 -0.694
S 1.56817 -1.31610 -0.69169 -0.088
H -0.63743 -2.28346 -1.16331 0.227
H -2.31612 -2.55613 -0.62839 0.217
H -2.45839 -0.18646 0.19716 0.185
H -1.67346 1.92638 -0.15395 0.357
H -2.30070 1.89625 2.16239 0.178
H -1.91019 0.23730 1.56547 0.206
H -0.50408 1.34659 2.51281 0.234
H 1.06779 2.51658 -0.49804 0.256
H 1.85279 1.56499 1.01828 0.240
H 2.77710 1.73154 -0.46608 0.253



(5)
17
Properties=species:S:1:pos:R:3:nbo_charge:R:1 method="wB97M-V/def2-TZVPD" gap_ev=9.8 energy_ha=-720.0777 de_lowest_ev=5.325 smiles="[H]/N=C(/CS)N(C)N=C"
H 1.43871 2.06573 0.49006 0.320
N 0.41341 2.19386 0.47604 -0.616
C 0.26980 0.86470 0.32709 0.389
C -1.05708 0.46604 0.67229 -0.599
S -2.19425 -0.18596 -0.63699 -0.049
N 1.39063 -0.02977 0.04698 -0.356
C 2.08911 0.07202 -1.23985 -0.448
N 0.91173 -1.33909 -0.00552 -0.272
C 0.55337 -1.61853 1.14602 -0.069
H -1.54400 1.43968 1.00579 0.282
H -1.10227 -0.01227 1.56352 0.225
H -1.53227 -1.38665 -1.00219 0.145
H 2.05907 1.21864 -1.43676 0.231
H 3.30946 -0.38072 -0.95583 0.195
H 1.62022 -0.90973 -1.84976 0.254
H 0.72673 -0.96417 2.02794 0.177
H -0.00926 -2.57555 1.29337 0.191



(6)
10
Properties=species:S:1:pos:R:3:nbo_charge:R:1 method="wB97M-V/def2-TZVPD" spin_multiplicity=6 gap_ev="8.1 / 10.1" energy_ha=-874.8132 de_lowest_ev=0.000 charge=+2
O 1.26377 0.39924 -0.48092 -0.394
C 0.72538 -0.79834 -0.12894 0.707
Pm -0.68765 -2.56018 -1.74545 1.937
O 1.29884 -1.93121 -0.21607 -0.644
C 0.19771 1.21530 0.09130 -0.091
H 0.60605 1.78622 0.93384 0.260
H -0.20239 1.87434 -0.68861 0.232
C -0.69843 0.03844 0.46066 -0.594
H -0.74988 -0.29087 1.50791 0.289
H -1.75340 0.26705 0.26628 0.298